[1]
Computed, not measured: a structure of composition C5H11N, with wB97M-V/def2-TZVPD.

Values from the calculation:
energy above the lowest of the compared OMol25 structures with the same formula, charge and spin = 156.82 kcal per mole

Element x y z (Å)
C -1.840 0.466 1.706
C -1.040 -0.486 0.839
C 0.530 0.347 0.157
C 1.870 -0.228 0.505
N 1.138 -0.464 -0.801
C 1.548 0.278 -1.985
H -1.364 0.617 2.680
H -1.951 1.443 1.224
H -2.844 0.068 1.884
H -0.929 -1.489 1.280
H -1.420 -0.632 -0.170
H 0.131 1.351 0.042
H 0.201 -0.355 1.118
H 2.593 0.607 0.427
H 0.710 0.372 -2.687
H 2.348 -0.280 -2.480
H 1.935 1.284 -1.745

***

[2]
Computed, not measured: a structure of composition C33H41N8O14, with wB97M-V/def2-TZVPD.

Values from the calculation:
energy above the lowest of the compared OMol25 structures with the same formula, charge and spin = 104.51 kcal per mole
net charge = -1

Element x y z (Å)
N 0.030 1.129 0.507
O 0.118 1.826 -0.521
O -0.963 1.170 1.249
O 1.139 0.496 0.825
C 0.178 0.056 5.610
C 0.301 -1.158 6.486
C -0.704 -2.328 6.247
C -1.785 -2.211 5.155
C -1.518 -0.986 4.119
C -0.652 0.171 4.544
N -2.705 -3.263 4.931
O -3.665 -3.298 4.227
O -2.412 -4.295 5.640
H 0.794 0.835 5.815
H 1.198 -1.193 7.167
H -0.645 -3.389 6.763
H -2.146 -0.996 3.140
H -0.737 0.960 3.668
C -4.729 -1.823 1.027
C -5.807 -2.370 0.097
C -5.861 -1.796 -1.320
C -4.889 -0.666 -1.731
C -3.833 -0.206 -0.636
C -3.768 -0.826 0.715
N -5.003 0.064 -2.981
O -4.081 0.876 -3.256
O -5.952 -0.307 -3.612
H -4.754 -2.159 1.973
H -6.635 -2.838 0.418
H -6.542 -2.240 -2.041
H -3.247 0.677 -1.121
H -3.049 -0.214 1.375
C -0.467 -1.945 -1.851
C -0.997 -3.270 -2.035
C -1.932 -3.670 -3.143
C -2.087 -2.572 -4.244
C -1.617 -1.213 -4.020
C -0.628 -0.907 -2.884
N -2.991 -2.840 -5.328
O -3.266 -4.068 -5.611
O -3.430 -1.844 -5.931
H 0.144 -1.603 -0.937
H -0.640 -4.136 -1.258
H -2.369 -4.595 -3.295
H -1.873 -0.490 -4.803
H -0.133 0.199 -2.750
C 3.701 2.103 -3.519
C 5.062 1.703 -4.190
C 5.920 0.728 -3.439
C 5.575 0.462 -1.952
C 4.211 0.911 -1.384
C 3.258 1.752 -2.274
N 6.588 -0.240 -1.112
O 6.143 -0.931 -0.091
O 7.683 -0.271 -1.551
H 2.972 2.504 -4.208
H 5.251 2.094 -5.122
H 6.908 0.287 -3.723
H 3.808 0.815 -0.222
H 2.447 1.921 -1.982
C 1.593 3.110 3.319
O 1.063 3.081 4.463
N 2.791 3.789 3.064
C 3.522 3.514 1.896
C 3.300 4.755 4.012
H 1.261 2.425 2.663
H 4.078 4.609 1.660
H 2.955 3.103 1.053
H 4.416 2.700 1.820
H 4.406 4.713 3.853
H 3.013 4.512 5.142
H 2.904 5.985 3.650
C 2.001 -3.601 4.694
O 1.756 -4.436 5.598
N 1.308 -3.428 3.521
C 1.466 -2.267 2.651
C 0.268 -4.199 3.151
H 2.827 -2.821 4.843
H 0.852 -1.590 2.874
H 1.357 -2.372 1.386
H 2.307 -1.822 2.907
H -0.583 -3.466 2.784
H -0.124 -4.781 3.842
H 0.307 -4.735 2.308
C -0.458 4.739 -5.243
O -0.790 5.498 -6.217
N -0.987 3.677 -5.046
C -0.743 3.034 -3.734
C -2.056 3.072 -5.824
H 0.142 5.120 -4.483
H -1.431 2.448 -3.198
H -0.496 3.683 -2.751
H 0.076 2.466 -3.605
H -1.753 2.594 -7.005
H -2.642 3.893 -6.329
H -2.826 2.418 -5.339

***

[3]
Computed, not measured: a cluster of 14 separate species, C56H154N14O14 in total, with wB97M-V/def2-TZVPD.

Values from the calculation:
energy above the lowest of the compared OMol25 structures with the same formula, charge and spin = 114.17 kcal per mole

Element x y z (Å)
C 6.415 2.092 0.006
C 5.764 1.823 -1.416
C 6.060 2.985 -2.335
O 7.464 3.013 -2.672
C 8.027 4.194 -3.163
N 6.217 0.538 -1.948
H 5.856 2.720 0.697
H 7.378 2.581 -0.085
H 6.647 1.176 0.475
H 4.687 1.830 -1.262
H 5.761 3.860 -1.705
H 5.488 3.061 -3.336
H 7.482 4.540 -4.050
H 8.995 4.046 -3.614
H 8.104 5.061 -2.441
H 5.541 0.343 -2.716
H 7.076 0.694 -2.475
C -1.098 -2.107 -2.185
C -1.962 -2.004 -3.422
C -2.306 -0.624 -3.823
O -2.944 0.147 -2.817
C -2.853 1.531 -3.079
N -1.319 -2.566 -4.589
H -0.868 -3.123 -1.836
H -1.675 -1.611 -1.402
H -0.133 -1.541 -2.268
H -2.879 -2.586 -3.132
H -2.877 -0.638 -4.773
H -1.401 -0.053 -4.110
H -3.365 1.721 -4.059
H -1.822 1.818 -3.162
H -3.419 2.016 -2.272
H -0.343 -2.263 -4.514
H -1.376 -3.565 -4.688
C -4.319 5.584 -3.661
C -5.402 5.188 -4.669
C -6.280 4.126 -4.127
O -5.518 2.944 -3.991
C -6.252 1.846 -3.540
N -6.138 6.352 -5.068
H -4.849 5.932 -2.744
H -3.724 6.389 -4.061
H -3.717 4.719 -3.403
H -4.821 4.754 -5.502
H -7.231 4.049 -4.771
H -6.718 4.335 -3.114
H -5.585 0.988 -3.707
H -7.200 1.709 -4.051
H -6.540 1.843 -2.506
H -6.628 6.615 -4.227
H -6.871 6.094 -5.704
C 1.709 0.570 -3.609
C 2.173 1.941 -4.105
C 3.328 1.849 -5.092
O 4.363 1.045 -4.646
C 5.317 0.773 -5.661
N 1.143 2.726 -4.752
H 2.328 0.244 -2.747
H 1.629 -0.138 -4.435
H 0.700 0.509 -3.190
H 2.578 2.497 -3.206
H 3.783 2.861 -5.322
H 2.863 1.468 -5.975
H 4.820 0.173 -6.446
H 6.161 0.202 -5.181
H 5.714 1.710 -6.171
H 1.504 3.535 -5.191
H 0.532 2.202 -5.376
C 4.571 -3.485 3.573
C 4.240 -2.025 3.704
C 4.440 -1.479 5.104
O 4.242 -0.100 5.191
C 4.393 0.433 6.463
N 5.156 -1.258 2.813
H 5.637 -3.642 3.762
H 4.423 -3.722 2.529
H 3.964 -4.155 4.150
H 3.223 -1.779 3.457
H 5.360 -1.834 5.637
H 3.676 -1.994 5.771
H 4.354 1.498 6.261
H 5.368 0.192 6.891
H 3.531 0.131 7.102
H 4.958 -1.553 1.843
H 4.985 -0.267 2.901
C 2.704 4.829 -1.359
C 1.357 4.251 -0.920
C 0.949 4.630 0.458
O 1.843 4.041 1.389
C 2.053 4.712 2.642
N 0.332 4.654 -1.831
H 3.583 4.527 -0.740
H 2.590 5.895 -1.421
H 2.892 4.572 -2.429
H 1.416 3.150 -0.942
H -0.039 4.256 0.707
H 0.779 5.709 0.535
H 2.306 5.807 2.461
H 2.922 4.268 3.069
H 1.073 4.624 3.179
H 0.516 4.306 -2.766
H 0.269 5.663 -1.857
C -4.502 -2.908 3.475
C -5.306 -3.591 2.299
C -4.957 -2.953 0.924
O -5.098 -1.560 0.944
C -4.909 -0.940 -0.311
N -5.117 -5.051 2.261
H -4.906 -1.864 3.621
H -3.461 -2.924 3.221
H -4.594 -3.375 4.455
H -6.326 -3.339 2.523
H -5.562 -3.472 0.143
H -3.925 -3.215 0.595
H -5.354 -1.503 -1.159
H -3.867 -0.898 -0.599
H -5.305 0.077 -0.210
H -5.838 -5.573 1.820
H -5.001 -5.379 3.244
C -10.458 0.859 3.612
C -9.187 0.627 4.411
C -8.122 1.754 4.207
O -7.850 1.831 2.779
C -7.137 0.703 2.251
N -9.540 0.557 5.817
H -10.817 1.850 3.910
H -11.189 0.142 4.005
H -10.296 0.802 2.573
H -8.642 -0.256 4.138
H -7.195 1.391 4.689
H -8.466 2.755 4.489
H -7.266 -0.124 2.952
H -6.070 0.943 2.207
H -7.578 0.411 1.318
H -9.857 1.386 6.301
H -9.113 -0.189 6.305
C 2.202 -3.378 -3.377
C 3.153 -3.349 -4.559
C 2.327 -3.447 -5.869
O 1.643 -4.621 -5.997
C 0.737 -4.783 -7.101
N 3.843 -2.115 -4.607
H 1.400 -2.577 -3.512
H 2.855 -3.196 -2.545
H 1.630 -4.343 -3.393
H 3.876 -4.161 -4.515
H 2.978 -3.195 -6.701
H 1.590 -2.595 -5.796
H 0.185 -3.800 -7.144
H 0.072 -5.614 -6.909
H 1.303 -5.014 -8.004
H 3.095 -1.417 -4.687
H 4.252 -1.928 -3.709
C -2.592 4.505 4.123
C -3.669 3.916 3.214
C -3.046 3.380 1.950
O -2.576 4.435 1.094
C -2.649 4.082 -0.270
N -4.461 2.932 3.868
H -3.016 4.987 4.956
H -1.830 5.194 3.700
H -2.016 3.619 4.369
H -4.368 4.655 2.909
H -3.676 2.643 1.383
H -2.145 2.683 2.216
H -1.981 4.754 -0.753
H -3.699 4.310 -0.584
H -2.260 3.092 -0.530
H -3.915 2.072 3.998
H -5.159 2.758 3.120
C 5.725 -4.365 -0.238
C 6.151 -2.944 -0.481
C 7.297 -2.940 -1.520
O 8.460 -3.590 -1.091
C 9.548 -3.550 -1.995
N 5.082 -2.203 -1.109
H 5.653 -4.896 -1.194
H 4.801 -4.405 0.363
H 6.435 -4.959 0.340
H 6.533 -2.367 0.403
H 7.463 -1.858 -1.785
H 6.946 -3.465 -2.385
H 10.164 -2.634 -1.933
H 9.222 -3.787 -3.041
H 10.237 -4.283 -1.639
H 5.410 -1.263 -1.316
H 4.307 -2.300 -0.463
C -0.421 1.435 4.481
C -1.190 0.115 4.683
C -0.388 -0.765 5.656
O -0.961 -2.034 5.871
C -0.335 -2.680 6.965
N -2.606 0.396 4.962
H -0.160 1.985 5.416
H -0.965 2.150 3.888
H 0.511 1.120 3.984
H -1.155 -0.493 3.711
H -0.343 -0.188 6.604
H 0.560 -0.829 5.146
H -0.585 -3.717 7.032
H -0.524 -2.164 7.895
H 0.794 -2.642 6.873
H -2.674 0.922 5.860
H -3.131 -0.452 5.130
C 3.157 0.668 0.284
C 2.149 -0.282 0.931
C 0.707 0.243 0.775
O -0.266 -0.743 1.143
C -1.653 -0.404 1.071
N 2.355 -1.607 0.408
H 4.221 0.274 0.282
H 3.131 1.668 0.783
H 2.879 0.712 -0.788
H 2.337 -0.378 1.983
H 0.659 0.717 -0.179
H 0.610 1.000 1.575
H -1.864 0.382 1.863
H -2.302 -1.257 1.228
H -1.965 0.052 0.098
H 1.668 -2.281 0.761
H 2.183 -1.539 -0.602
C 0.193 -6.521 1.158
C -1.034 -5.689 1.615
C -0.801 -4.232 1.133
O 0.241 -3.680 1.960
C -0.244 -3.405 3.315
N -2.206 -6.268 0.896
H 1.169 -6.235 1.545
H 0.129 -6.540 0.024
H 0.089 -7.604 1.473
H -1.122 -5.762 2.740
H -1.797 -3.678 1.263
H -0.406 -4.126 0.123
H -0.510 -2.343 3.423
H 0.548 -3.616 4.029
H -1.185 -3.883 3.547
H -3.082 -5.813 1.202
H -2.365 -7.238 1.113

***

[4]
Computed, not measured: the molecule C4H5NO3, with wB97M-V/def2-TZVPD.

Values from the calculation:
SMILES = O=C1NO[C@@H]2C[C@@]12O
energy above the lowest of the compared OMol25 structures with the same formula, charge and spin = 140.05 kcal per mole

Element x y z (Å)
C -0.381 0.589 0.482
C 0.470 0.839 1.741
C 0.963 -0.165 0.709
C -0.193 0.402 -1.013
H -1.255 -1.123 0.714
H 1.201 1.645 1.793
H -0.122 0.707 2.649
H 1.820 0.288 0.227
H 0.859 -1.171 -1.848
N 0.158 -0.984 -1.143
O -1.444 -0.190 0.934
O 0.697 -1.392 0.134
O -0.348 1.151 -1.949

***

[5]
Computed, not measured: the molecule C5H11N3, with wB97M-V/def2-TZVPD.

Values from the calculation:
SMILES = C=C(C)/N=C(/N)CN
energy above the lowest of the compared OMol25 structures with the same formula, charge and spin = 17.56 kcal per mole

Element x y z (Å)
C 1.334 0.631 -1.091
C -1.056 -1.524 1.528
C 0.368 1.279 0.008
C -1.081 -0.576 0.358
N 0.527 2.609 0.247
N 1.712 -0.734 -0.818
C -1.655 -0.887 -0.809
N -0.544 0.658 0.637
H 1.396 3.058 0.019
H -0.024 3.008 0.989
H 2.036 -0.827 0.137
H 0.929 -1.362 -0.935
H 2.225 1.254 -1.112
H 0.863 0.687 -2.079
H -0.088 -2.022 1.596
H -1.207 -0.972 2.456
H -1.832 -2.279 1.426
H -2.183 -1.819 -0.937
H -1.719 -0.182 -1.618

***

[6]
Computed, not measured: a structure of composition C27H32AgAsN2S2, with wB97M-V/def2-TZVPD.

Element x y z (Å)
Ag -1.039 -1.517 2.699
S -2.122 -3.222 4.146
C -1.866 -1.706 4.747
N -0.958 -1.393 5.696
C -1.036 -0.083 6.300
C -2.450 0.411 6.033
S -2.901 -0.317 4.423
H -0.314 -2.092 6.027
H -0.296 0.594 5.853
H -0.840 -0.148 7.372
H -2.531 1.493 6.001
H -3.162 0.008 6.757
C 3.284 5.191 -0.003
C 2.373 4.004 0.024
C 2.803 2.776 0.491
C 1.971 1.663 0.519
C 2.551 0.410 1.108
C 0.662 1.756 0.021
As -0.765 0.359 0.136
N -0.052 -1.160 0.888
C 0.769 -2.052 0.247
C 1.370 -1.799 -0.993
C 2.198 -2.722 -1.595
C 2.480 -3.928 -0.979
C 1.908 -4.196 0.256
C 1.073 -3.281 0.856
C -1.138 -0.236 -1.762
C -2.138 -1.216 -1.846
C -2.869 -1.780 -0.656
C -2.492 -1.765 -3.074
C -1.896 -1.358 -4.251
C -2.255 -1.967 -5.573
C -0.933 -0.364 -4.170
C -0.546 0.200 -2.962
C 0.528 1.249 -3.046
C 0.204 3.019 -0.393
C -1.217 3.279 -0.830
C 1.058 4.110 -0.397
H 4.262 4.937 0.397
H 2.863 6.006 0.583
H 3.404 5.550 -1.024
H 3.820 2.678 0.852
H 3.489 0.636 1.614
H 2.751 -0.335 0.338
H 1.862 -0.045 1.825
H 1.183 -0.856 -1.477
H 2.635 -2.495 -2.556
H 3.134 -4.649 -1.444
H 2.112 -5.134 0.752
H 0.607 -3.484 1.834
H -2.754 -1.166 0.245
H -2.482 -2.778 -0.435
H -3.931 -1.870 -0.881
H -3.244 -2.543 -3.097
H -3.015 -2.734 -5.459
H -1.378 -2.423 -6.031
H -2.630 -1.205 -6.254
H -0.455 -0.029 -5.082
H 1.020 1.190 -4.016
H 1.283 1.132 -2.272
H 0.103 2.246 -2.946
H -1.770 2.356 -1.012
H -1.233 3.881 -1.738
H -1.737 3.844 -0.053
H 0.685 5.068 -0.735

***

[7]
Computed, not measured: the molecule CH5N3O, with wB97M-V/def2-TZVPD.

Values from the calculation:
SMILES = CN(N)N=O
energy above the lowest of the compared OMol25 structures with the same formula, charge and spin = 83.18 kcal per mole

Element x y z (Å)
C 0.497 -0.784 -0.602
N 0.261 0.345 1.486
N -1.021 0.989 -0.274
N -0.041 0.219 0.249
O 1.179 -0.322 1.959
H 0.936 -1.604 -0.242
H -0.363 -1.201 -1.335
H 1.298 -0.340 -1.275
H -1.887 0.756 0.012
H -0.858 1.942 0.022

***

[8]
Computed, not measured: a cluster of 2 separate species, C9H14 in total, with wB97M-V/def2-TZVPD.

Values from the calculation:
SMILES = Cc1ccccc1.CC
energy above the lowest of the compared OMol25 structures with the same formula, charge and spin = 5.04 kcal per mole

Element x y z (Å)
C 0.377 1.860 -2.044
C -1.107 0.929 1.311
C 0.052 0.653 2.017
C -1.016 1.247 -0.042
C 0.217 1.298 -0.662
C 1.260 0.481 1.355
C 1.339 0.804 0.009
H -2.055 0.941 1.828
H -0.021 0.500 3.085
H -1.922 1.364 -0.626
H 2.123 0.073 1.869
H 0.952 2.788 -1.996
H -0.578 2.077 -2.520
H 2.244 0.605 -0.559
H 0.932 1.193 -2.703
C -0.888 -2.355 -0.311
C 0.019 -3.490 -0.766
H -1.492 -2.688 0.532
H -0.329 -1.498 0.071
H -1.565 -1.996 -1.091
H 0.627 -3.826 0.080
H 0.743 -3.219 -1.533
H -0.577 -4.347 -1.071

***

| no. | DFT total energy (a.u.) | HOMO level (eV) |
| --- | --- | --- |
| 1 | -251.612622 | -6.9563 |
| 2 | -2772.344879 | -6.9176 |
| 3 | -4045.572943 | -8.3975 |
| 4 | -435.697319 | -9.2328 |
| 5 | -361.361402 | -8.0617 |
| 6 | -4336.647141 | -6.6403 |
| 7 | -280.471957 | -9.1477 |
| 8 | -351.322156 | -9.0283 |